Arrangement P

DFT (the ωB97M-V functional and the def2-TZVPD basis) results for an isolated ion of composition C3H4NO and charge +1.

```
9
Properties=species:S:1:pos:R:3
H 1.1654 1.8409 0.1072
C -0.1264 -0.9515 -0.0221
N 1.4612 0.8790 0.0300
H -2.4891 1.1108 -0.6147
O -1.1907 -0.2343 -0.0442
H -0.1383 -2.0097 0.3268
C 1.2242 -0.3204 -0.0154
C -1.8372 0.7437 0.1533
H 1.9309 -1.0585 0.0791
```

Computed properties:
M in g/mol: 70.1
LUMO level (spin up / spin down) in eV: -6.94 / -7.19
Kohn-Sham gap (spin up / spin down) in eV: 7.793 / 7.686
Net charge: +1

Charge distribution, Mulliken scheme, values in e:
1. H 0.309
2. C 0.011
3. N -0.428
4. H 0.324
5. O -0.021
6. H 0.362
7. C 0.010
8. C 0.035
9. H 0.399



Arrangement Q

DFT (the ωB97M-V functional and the def2-TZVPD basis) results for an isolated ion of composition C3H4NO and charge +1.

```
9
Properties=species:S:1:pos:R:3
C 0.2388 0.9072 -0.0947
O -1.1677 -1.1875 -0.1316
N -1.1735 1.2061 0.1066
C 0.3055 -0.8986 0.1367
C -1.3425 0.0252 0.0352
H 0.8823 -1.2148 -0.7295
H 0.7692 -1.3912 1.1353
H 0.8907 1.5405 0.6071
H 0.5971 1.0131 -1.0653
```

Computed properties:
M in g/mol: 70.1
LUMO level in eV: -6.01
Kohn-Sham gap in eV: 11.277
Net charge: +1

Charge distribution, Mulliken scheme, values in e:
1. C -0.264
2. O -0.157
3. N -0.210
4. C -0.304
5. C 0.698
6. H 0.285
7. H 0.322
8. H 0.334
9. H 0.297



Arrangement R

DFT (the ωB97M-V functional and the def2-TZVPD basis) results for C3H4NO as an isolated structure.

```
9
Properties=species:S:1:pos:R:3
H -0.5027 1.6901 -0.4366
H 0.5761 -0.9749 -1.2326
C 0.1997 0.8665 -0.1057
H 1.1861 1.0316 -0.5315
H -1.9117 -0.9184 -1.0234
C -0.1101 -0.7156 -0.4105
C 0.2498 -0.4042 1.4249
N -0.1450 -1.3894 0.9088
O 0.4577 0.8142 1.4066
```

Computed properties:
M in g/mol: 70.1
LUMO level (spin up / spin down) in eV: -7.49 / -7.49
Kohn-Sham gap (spin up / spin down) in eV: 8.200 / 8.197
Net charge: +1

Charge distribution, Mulliken scheme, values in e:
1. H 0.305
2. H 0.285
3. C -0.096
4. H 0.249
5. H 0.363
6. C -0.459
7. C 0.631
8. N -0.115
9. O -0.163



Arrangement S

DFT (the ωB97M-V functional and the def2-TZVPD basis) results for an isolated ion of composition C3H4NO and charge +1.

```
9
Properties=species:S:1:pos:R:3
N -2.7984 0.7453 0.0843
H 0.6951 -1.2563 -0.5666
O -1.3233 -1.2814 -0.1043
H -0.2558 1.1024 -1.0855
H -0.4022 1.1839 0.7768
H 0.3461 -1.1719 1.0098
C -0.4202 0.5820 -0.0618
C 0.0258 -0.8520 0.1034
C -1.9987 -0.1283 -0.0130
```

Computed properties:
M in g/mol: 70.1
LUMO level in eV: -8.72
Kohn-Sham gap in eV: 9.017
Net charge: +1

Charge distribution, Mulliken scheme, values in e:
1. N -0.080
2. H 0.298
3. O -0.195
4. H 0.316
5. H 0.306
6. H 0.285
7. C -0.156
8. C -0.305
9. C 0.533



Stability summary - winner: arrangement Q; margin: 0.0042 hartree.



Arrangement P

DFT (the ωB97M-V functional and the def2-TZVPD basis) results for an isolated ion of composition C3H4NO and charge +1.

```
9
Properties=species:S:1:pos:R:3
H 0.3359 -1.0325 -1.4574
C -0.5418 1.1253 0.5011
H 0.6117 -1.8677 0.0871
H -1.0674 2.0426 0.7451
C 1.2609 1.1636 0.3293
C 0.3768 -0.8190 -0.3513
H -1.6550 -0.6544 0.3068
O 1.4619 0.0949 -0.2303
N -0.7830 -0.0528 0.0697
```

Computed properties:
M in g/mol: 70.1
LUMO level in eV: -6.22
Kohn-Sham gap in eV: 8.342
Net charge: +1

Charge distribution, Mulliken scheme, values in e:
1. H 0.300
2. C 0.001
3. H 0.324
4. H 0.391
5. C 0.050
6. C -0.281
7. H 0.338
8. O -0.051
9. N -0.072



Arrangement Q

DFT (the ωB97M-V functional and the def2-TZVPD basis) results for C3H4NO as an isolated structure.

```
9
Properties=species:S:1:pos:R:3
H -0.5761 -1.4052 -0.7982
H -0.3635 -1.1330 1.1280
C 1.3588 0.1569 0.0854
O 0.7470 1.2027 0.0184
H -0.9032 0.8910 -1.1109
C -0.3136 -0.8526 0.0943
N 1.9042 -0.8902 -0.0796
H -1.2405 1.3010 0.7550
C -0.6132 0.7295 -0.0922
```

Computed properties:
M in g/mol: 70.1
LUMO level in eV: -7.63
Kohn-Sham gap in eV: 9.637
Net charge: +1

Charge distribution, Mulliken scheme, values in e:
1. H 0.324
2. H 0.329
3. C 0.586
4. O -0.190
5. H 0.289
6. C -0.161
7. N -0.210
8. H 0.309
9. C -0.275



Arrangement R

DFT (the ωB97M-V functional and the def2-TZVPD basis) results for an isolated ion of composition C3H4NO and charge +1.

```
9
Properties=species:S:1:pos:R:3
H -0.4472 1.8912 0.0597
C -0.6958 0.8400 0.0002
C 1.6355 -0.3655 0.0135
N 0.2368 -0.0895 -0.0196
H -0.1887 -1.0194 -0.0693
H 1.7662 -1.4552 0.0642
C 2.9217 0.0681 0.0036
O 4.0406 0.2518 -0.0080
H -1.7260 0.5285 -0.0541
```

Computed properties:
Structure (SMILES): C=[NH+]C=C=O
M in g/mol: 70.1
LUMO level in eV: -5.75
Kohn-Sham gap in eV: 8.875
Net charge: +1

Charge distribution, Mulliken scheme, values in e:
1. H 0.275
2. C -0.081
3. C -0.345
4. N -0.117
5. H 0.265
6. H 0.232
7. C 0.666
8. O -0.161
9. H 0.266



Stability summary - winner: arrangement R; margin: 0.0776 hartree.



Arrangement P

DFT (the ωB97M-V functional and the def2-TZVPD basis) results for an isolated ion of composition C3H4NO and charge +1.

```
9
Properties=species:S:1:pos:R:3
H -0.9534 1.2049 0.4045
C 0.1276 -1.6200 1.0863
H -0.9218 0.3281 -1.2180
H 0.2582 -2.5654 1.7145
C 1.0432 0.4754 -0.2926
H 1.3894 1.2955 -1.0799
N -0.6590 -0.9607 0.4764
C -0.4697 0.2962 -0.1842
O 1.7435 -0.2872 0.3466
```

Computed properties:
Structure (SMILES): C#[N+]CC=O
M in g/mol: 70.1
LUMO level in eV: -6.02
Kohn-Sham gap in eV: 10.594
Net charge: +1

Charge distribution, Mulliken scheme, values in e:
1. H 0.320
2. C 0.297
3. H 0.340
4. H 0.362
5. C 0.303
6. H 0.325
7. N -0.096
8. C -0.450
9. O -0.402



Arrangement Q

DFT (the ωB97M-V functional and the def2-TZVPD basis) results for an isolated ion of composition C3H4NO and charge +1.

```
9
Properties=species:S:1:pos:R:3
H -0.8853 2.0256 -0.7314
N -0.3324 1.3550 -0.1848
C 1.0278 -1.2243 0.0594
H 0.0754 -1.0530 0.5604
O 2.0409 -0.5012 -0.1811
C 1.9869 0.7382 0.1592
C 0.9383 1.4203 0.0165
H 1.1553 -2.3240 -0.1720
H -0.8078 1.2384 0.7415
```

Computed properties:
M in g/mol: 70.1
LUMO level (spin up / spin down) in eV: -6.47 / -6.48
Kohn-Sham gap (spin up / spin down) in eV: 8.135 / 8.131
Net charge: +1

Charge distribution, Mulliken scheme, values in e:
1. H 0.304
2. N -0.400
3. C 0.026
4. H 0.295
5. O -0.090
6. C -0.342
7. C 0.601
8. H 0.274
9. H 0.332



Stability summary - winner: arrangement P; margin: 0.1385 hartree.



Arrangement P

DFT (the ωB97M-V functional and the def2-TZVPD basis) results for a single CH3IS2 molecule.

```
7
Properties=species:S:1:pos:R:3
I -0.5965 -0.7046 -3.0741
H -0.8868 0.1354 0.9030
C 0.0826 -0.1686 1.0478
H 0.6118 0.1195 2.0537
S 0.9963 0.7560 -0.1139
S -0.4161 1.1526 -1.5407
H 0.2087 -1.2903 0.7241
```

Computed properties:
Structure (SMILES): CSSI
M in g/mol: 206.1
LUMO level in eV: -0.79
Kohn-Sham gap in eV: 8.179
Net charge: 0

Charge distribution, Mulliken scheme, values in e:
1. I 0.035
2. H 0.303
3. C -0.670
4. H 0.257
5. S 0.007
6. S -0.177
7. H 0.245



Arrangement Q

DFT (the ωB97M-V functional and the def2-TZVPD basis) results for a 2-piece molecular cluster, CH3IS2 overall.

```
7
Properties=species:S:1:pos:R:3
S 0.9218 -0.1721 -0.7473
H 1.4091 1.4850 0.8656
H -2.6758 -0.0682 -1.1051
S 0.8045 -2.0731 -0.8705
I -3.7676 0.7720 -0.1516
C 1.3272 0.3704 0.6946
H 1.9808 -0.3139 1.3144
```

Computed properties:
M in g/mol: 206.1
LUMO level in eV: -1.04
Kohn-Sham gap in eV: 8.020
Net charge: 0

Charge distribution, Mulliken scheme, values in e:
1. S 0.120
2. H 0.269
3. H 0.093
4. S -0.283
5. I -0.091
6. C -0.380
7. H 0.272



Stability summary - winner: arrangement P; margin: 0.0565 hartree.



Arrangement P

DFT (the ωB97M-V functional and the def2-TZVPD basis) results for an isolated ion of composition C5H9N2O and charge +1.

```
17
Properties=species:S:1:pos:R:3
C -0.4163 -0.6092 0.6388
C 0.1187 2.2280 0.7414
N -0.6402 -0.2641 -2.0679
O 0.1093 1.5010 -0.4296
H 0.5364 0.0715 2.9919
H 0.8911 -1.9188 -0.4078
H 1.8967 -0.6686 0.4342
C -0.0961 0.1429 -0.5322
H 0.2677 3.3170 0.5776
H -1.1660 -1.3463 0.7233
H 0.0131 -0.3243 -2.8615
H -1.4799 0.2503 -2.4977
H -0.8994 -1.2536 -2.0184
N -0.0080 1.8668 1.9124
H -1.3232 0.4368 2.6914
C -0.3155 0.5979 2.3726
C 0.8783 -0.8904 0.0488
```

Computed properties:
M in g/mol: 113.1
LUMO level in eV: -3.67
Kohn-Sham gap in eV: 9.141
Net charge: +1

Charge distribution, Mulliken scheme, values in e:
1. C -0.383
2. C 0.070
3. N -0.388
4. O -0.355
5. H 0.301
6. H 0.223
7. H 0.254
8. C 0.346
9. H 0.380
10. H 0.283
11. H 0.368
12. H 0.384
13. H 0.396
14. N -0.352
15. H 0.330
16. C -0.261
17. C -0.596



Arrangement Q

DFT (the ωB97M-V functional and the def2-TZVPD basis) results for an isolated ion of composition C5H9N2O and charge +1.

```
17
Properties=species:S:1:pos:R:3
C 1.3953 -0.5425 0.6355
H 1.8530 -1.2703 -1.4936
O 0.0924 1.3496 -0.3190
H -2.2665 1.1108 -1.0086
C 1.4359 1.5427 -0.2203
C -0.2758 0.2264 0.3105
N 2.0893 0.6409 0.3385
H 1.7885 2.4471 -0.8108
C 1.6033 -1.6201 -0.4284
H 0.7354 -2.3743 -0.3115
H 1.3993 -0.8294 1.6235
N -1.5453 -0.1819 0.3612
H -2.7718 1.5280 0.5676
H -3.6720 0.3749 -0.1287
C -2.5922 0.6894 -0.0330
H 2.5284 -2.2822 -0.2447
H -1.7972 -0.8090 1.1619
```

Computed properties:
Structure (SMILES): C/[NH+]=C1\OC=N[C@@H]1C
M in g/mol: 113.1
LUMO level in eV: -4.50
Kohn-Sham gap in eV: 10.661
Net charge: +1

Charge distribution, Mulliken scheme, values in e:
1. C 0.120
2. H 0.276
3. O -0.323
4. H 0.299
5. C 0.033
6. C 0.320
7. N -0.361
8. H 0.358
9. C -0.965
10. H 0.306
11. H 0.493
12. N -0.104
13. H 0.364
14. H 0.317
15. C -0.826
16. H 0.349
17. H 0.344



Stability summary - winner: arrangement Q; margin: 0.0747 hartree.



Arrangement P

DFT (the ωB97M-V functional and the def2-TZVPD basis) results for a 2-piece molecular cluster, C5H9N2O overall.

```
17
Properties=species:S:1:pos:R:3
H -0.6408 0.2171 2.6829
N -1.0835 0.7258 1.9627
H -1.7673 -2.2002 1.0886
H 3.0586 -0.7899 -1.4556
H -0.7547 1.7616 1.8306
C 2.1913 -0.2002 -1.2262
H 0.0032 -2.1035 1.0522
H -0.3227 1.6761 -1.9473
H -2.0807 -0.1366 -0.0415
C 0.1277 -0.1206 -0.6448
H -2.1545 0.9559 2.2804
C 1.6742 0.7664 -2.0427
O 1.3078 -0.7317 -0.3900
C 0.3026 0.9369 -1.5583
H 2.1113 1.5536 -2.4594
C -1.0205 -0.5594 0.1462
N -0.9520 -1.7512 0.7217
```

Computed properties:
M in g/mol: 113.1
LUMO level in eV: -4.27
Kohn-Sham gap in eV: 8.883
Net charge: +1

Charge distribution, Mulliken scheme, values in e:
1. H 0.266
2. N -0.772
3. H 0.247
4. H 0.393
5. H 0.315
6. C -0.170
7. H 0.298
8. H 0.454
9. H 0.317
10. C 0.427
11. H 0.337
12. C -0.505
13. O -0.316
14. C -0.344
15. H 0.424
16. C -0.085
17. N -0.289



Arrangement Q

DFT (the ωB97M-V functional and the def2-TZVPD basis) results for an isolated ion of composition C5H9N2O and charge +1.

```
17
Properties=species:S:1:pos:R:3
H 2.5189 1.7033 -2.5888
C -1.6401 -1.3366 1.1861
C -0.9294 -0.1564 0.5698
C 0.5441 -0.0110 -0.9447
H 3.2375 0.1646 -2.1133
O 1.3216 0.3208 -1.8771
C 2.5022 0.9840 -1.7753
H 1.0420 -0.7228 1.0648
H -2.0790 0.5667 -1.1748
H -0.8733 -2.0583 1.4492
N 0.4405 -0.3235 0.2796
C -1.5731 -0.0496 1.8852
N -1.2913 0.6960 -0.5709
H -2.4476 0.6351 1.9840
H -2.5830 -1.7970 0.7253
H 2.6892 1.4940 -0.8194
H -0.8792 -0.1094 2.7203
```

Computed properties:
M in g/mol: 113.1
LUMO level (spin up / spin down) in eV: -4.87 / -4.87
Kohn-Sham gap (spin up / spin down) in eV: 8.885 / 8.890
Net charge: +1

Charge distribution, Mulliken scheme, values in e:
1. H 0.254
2. C -0.587
3. C 0.721
4. C 0.262
5. H 0.289
6. O -0.235
7. C -0.627
8. H 0.334
9. H 0.255
10. H 0.231
11. N 0.001
12. C -0.516
13. N -0.484
14. H 0.265
15. H 0.261
16. H 0.366
17. H 0.211



Stability summary - winner: arrangement P; margin: 0.1467 hartree.



Arrangement P

DFT (the ωB97M-V functional and the def2-TZVPD basis) results for a single C4H4ClF molecule.

```
10
Properties=species:S:1:pos:R:3
H -0.0469 0.3368 1.7835
C -0.0915 0.8413 -0.5182
C -0.5661 -0.5217 -0.9006
C -0.1393 -1.1776 0.1727
C 0.5674 0.2465 0.8374
H -0.8434 1.5914 -0.3690
H -1.1201 -0.7751 -1.6902
Cl 2.2153 0.4838 1.2721
H 0.4647 1.3225 -1.2711
F -0.4402 -2.3479 0.6835
```

Computed properties:
Structure (SMILES): FC1=CC[C@@H]1Cl
M in g/mol: 106.5
LUMO level in eV: 1.01
Kohn-Sham gap in eV: 10.609
Net charge: 0

Charge distribution, Mulliken scheme, values in e:
1. H 0.293
2. C -0.473
3. C -0.518
4. C 0.191
5. C -0.139
6. H 0.238
7. H 0.523
8. Cl -0.173
9. H 0.328
10. F -0.270



Arrangement Q

DFT (the ωB97M-V functional and the def2-TZVPD basis) results for a single C4H4ClF molecule.

```
10
Properties=species:S:1:pos:R:3
C 0.2965 -0.6904 0.5159
C -0.9022 0.6306 -1.0771
H -1.8972 -1.0864 -1.6700
F -0.4797 1.9174 -1.5312
C -1.3653 -0.1066 -2.0616
H -1.3059 0.2685 -3.0878
C -0.3797 0.4349 0.2422
Cl 1.2643 -1.0533 1.8826
H 0.4789 -1.3674 -0.2340
H -0.3477 1.2240 1.0527
```

Computed properties:
Structure (SMILES): C=C(F)/C=C/Cl
M in g/mol: 106.5
LUMO level in eV: 0.43
Kohn-Sham gap in eV: 9.937
Net charge: 0

Charge distribution, Mulliken scheme, values in e:
1. C -0.344
2. C 0.523
3. H 0.225
4. F -0.296
5. C -0.639
6. H 0.279
7. C -0.269
8. Cl -0.155
9. H 0.395
10. H 0.280



Stability summary - winner: arrangement Q; margin: 0.0267 hartree.



Arrangement P

DFT (the ωB97M-V functional and the def2-TZVPD basis) results for a 2-piece molecular cluster, C3H11N2OP overall.

```
18
Properties=species:S:1:pos:R:3
H 1.4639 0.9557 1.9598
C -0.7464 1.9246 0.3947
N -0.5182 0.5834 -0.1636
H -2.5622 -0.0154 -0.8882
H -1.1293 -0.6625 -1.7623
H -1.8212 1.8454 0.6493
H 0.4324 -2.5502 -0.8364
O -0.0727 -3.0469 1.9675
N 1.6949 0.3577 1.1973
H -0.4579 2.7689 -0.3663
H 2.3931 -0.3308 1.5977
C 0.9803 -1.5386 -0.7387
H 1.0892 -1.0330 -1.5809
P 0.3423 -0.5924 0.6204
H -1.4703 1.0516 -1.7518
C -1.4978 0.2112 -1.1855
H 2.0140 -1.7849 -0.3735
H -0.1341 1.8561 1.2605
```

Computed properties:
M in g/mol: 122.1
LUMO level (spin up / spin down) in eV: -1.17 / 0.44
Kohn-Sham gap (spin up / spin down) in eV: 6.551 / 8.185
Net charge: 0

Charge distribution, Mulliken scheme, values in e:
1. H 0.251
2. C -0.812
3. N 0.083
4. H 0.253
5. H 0.287
6. H 0.363
7. H 0.275
8. O -0.456
9. N -0.683
10. H 0.238
11. H 0.307
12. C -1.107
13. H 0.547
14. P 0.422
15. H 0.440
16. C -0.953
17. H 0.323
18. H 0.222



Arrangement Q

DFT (the ωB97M-V functional and the def2-TZVPD basis) results for a 2-piece molecular cluster, C3H11N2OP overall.

```
18
Properties=species:S:1:pos:R:3
H 0.0008 2.2603 1.9183
H 0.4509 -0.7551 -2.2696
H -1.4170 -0.4299 -2.4660
H 0.9339 3.0361 -0.7700
C -1.0555 -1.0032 0.6143
N -0.4329 1.5016 1.4908
H 1.5837 -0.4835 2.5008
H -1.1751 -0.4040 1.5488
C -0.4792 -0.8717 -1.8055
N -0.4782 -0.2635 -0.4561
H 2.8524 -0.3341 1.6604
H 0.8643 2.0441 -2.1515
C 0.4122 2.2580 -1.2081
H -0.5996 -2.0327 -1.8257
H -2.1090 -1.1432 0.3612
P 0.0841 1.1731 0.0751
H -0.5103 -1.8969 0.8355
O 2.4281 -0.8463 2.3392
```

Computed properties:
M in g/mol: 122.1
LUMO level in eV: 0.19
Kohn-Sham gap in eV: 8.571
Net charge: 0

Charge distribution, Mulliken scheme, values in e:
1. H 0.216
2. H 0.381
3. H 0.252
4. H 0.278
5. C -1.131
6. N -0.657
7. H 0.320
8. H 0.408
9. C -0.933
10. N 0.215
11. H 0.309
12. H 0.288
13. C -0.897
14. H 0.321
15. H 0.401
16. P 0.538
17. H 0.338
18. O -0.646



Stability summary - winner: arrangement Q; margin: 0.1235 hartree.